Entry 1:
The following is a DFT calculation (wB97M-V/def2-TZVPD) of a single C5H8N2S molecule.

```
16
Properties=species:S:1:pos:R:3:forces:R:3:mulliken_charge:R:1
C 0.4426 -1.2397 -0.0072 0.5 -1.9 2.4 0.08
C -0.6409 -0.3081 -0.2373 -2.9 2.2 0.2 0.52
C -1.6205 -0.5022 -1.1693 -0.4 -0.2 2.4 -0.77
C -0.9197 0.8263 0.8298 3.7 2.6 -4.6 -0.23
C -0.5897 2.1233 0.0930 -1.7 -1.4 4.0 -0.66
H 1.8989 1.6930 0.0489 1.2 -2.4 -0.7 0.16
H 2.4033 -1.3278 0.9299 0.0 -0.7 0.4 0.26
H 0.8783 -3.0233 0.3521 -2.1 0.7 0.3 0.23
H -1.5383 -1.3690 -1.8392 -0.1 0.7 0.0 0.37
H -2.6583 -0.0714 -0.8638 2.0 -0.5 -1.3 0.26
H -0.9269 0.5173 1.9766 -0.3 1.4 -2.6 0.31
H -0.2148 2.3933 -1.0488 -1.4 -1.5 3.2 0.33
H -0.8176 3.0505 0.7997 0.8 -1.7 -1.8 0.21
N 1.7793 -0.7765 0.3881 -2.3 0.8 -1.9 -0.27
N -0.0402 -2.4312 0.2482 4.3 -0.1 -1.0 -0.60
S 2.5645 0.4456 -0.5005 -1.3 2.0 0.8 -0.19
```
Forces are in eV/Å.

The value obtained for the HOMO-LUMO gap is 0.3488 hartree. The calculation puts the relative energy (zero: lowest compared OMol25 entry of this formula, charge and spin) at 560.1 kJ/mol. Its multiplicity is 1.


Entry 2:
The following is a DFT calculation (wB97M-V/def2-TZVPD) of a single C5H8N2S molecule.

```
16
Properties=species:S:1:pos:R:3:forces:R:3:mulliken_charge:R:1
C -1.8782 0.5583 1.7494 -0.2 -0.6 0.9 -0.85
C -1.8354 0.0840 0.5247 0.4 0.3 -1.6 0.23
C 0.3668 -1.5849 -1.5771 -0.3 -1.0 -0.8 -0.47
C 1.4056 -0.6969 -0.9761 0.0 1.5 -0.4 -0.57
C 0.6531 0.1459 0.0486 -0.2 -0.1 -0.9 0.05
H -0.9997 0.6246 2.3593 0.3 0.5 0.0 0.24
H -2.8254 0.6553 2.2611 -0.1 0.1 -0.2 0.26
H -2.7573 -0.1146 -0.0502 0.6 0.2 0.3 0.22
H -1.7418 -1.2474 -1.4775 1.2 0.1 0.0 0.27
H 0.2171 -2.4870 -0.9944 0.1 -0.4 0.3 0.29
H 0.5984 -1.8706 -2.6074 -0.2 0.1 0.1 0.31
H 2.2757 -1.1447 -0.5766 0.7 -0.7 0.6 0.40
H 1.7636 -0.0037 -1.7386 0.1 0.2 -0.1 0.25
N -0.6385 -0.1466 -0.2442 -1.5 1.1 2.5 0.43
N -0.8297 -0.7500 -1.4987 -0.5 -0.4 -0.6 -0.72
S 1.3422 1.3016 1.0255 -0.6 -0.9 -0.1 -0.33
```
Forces are in eV/Å.

The value obtained for the HOMO-LUMO gap is 0.3116 hartree. The calculation puts the relative energy (zero: lowest compared OMol25 entry of this formula, charge and spin) at 226.6 kJ/mol. Its multiplicity is 1.


Entry 3:
The following is a DFT calculation (wB97M-V/def2-TZVPD) of a single C5H8N2S molecule.

```
16
Properties=species:S:1:pos:R:3:forces:R:3:mulliken_charge:R:1
C -2.1028 -0.8653 0.8734 -1.2 -1.9 -2.0 -0.90
C -0.8235 -0.1151 1.3303 0.0 -1.4 -3.7 -0.59
C -0.0377 0.3077 0.0806 1.3 -1.8 -0.7 0.69
C -0.3060 1.3832 -0.8414 -1.8 2.7 -2.6 -0.29
C 3.0823 -0.1244 -1.0129 -5.3 -1.7 -0.2 -0.28
H -2.7666 -1.0304 1.7638 0.2 0.5 -1.0 0.29
H -2.7474 -0.4534 -0.1509 2.0 -0.8 3.3 0.25
H -1.7909 -1.9632 0.5807 -0.5 2.1 0.3 0.27
H -1.0706 0.7941 1.7257 -0.6 2.1 2.0 0.38
H -0.2097 -0.8147 1.8872 0.0 0.5 0.4 0.28
H -0.0131 1.0806 -1.9141 -0.3 0.6 1.9 0.32
H 3.5112 -0.6468 0.0735 -1.7 1.9 -3.3 0.24
H 3.7392 0.1670 -1.8113 0.6 0.1 0.1 0.30
N 0.8879 -0.4992 -0.3328 1.2 0.2 -0.4 -0.38
N 1.7404 -0.0838 -1.4961 4.9 -0.7 5.3 -0.40
S -1.0927 2.8637 -0.7557 1.2 -2.3 0.6 -0.19
```
Forces are in eV/Å.

The value obtained for the HOMO-LUMO gap is 0.2811 hartree. The calculation puts the relative energy (zero: lowest compared OMol25 entry of this formula, charge and spin) at 522.5 kJ/mol. Its multiplicity is 1.